# 1
The following is a quantum chemistry calculation of C6H5AsClO10SSc as an isolated structure, from the OMol25 dataset.

E_HOMO, eV: -9.8
Net charge: 0

XYZ file:
```
25
C6H5AsClO10SSc, DFT ωB97M-V with the def2-TZVPD basis set
Sc -0.0961 -1.9657 -0.3750
O 1.8195 -4.8677 -1.9513
Cl 0.5457 -4.3888 -1.6005
O -0.4963 -5.2951 -1.8699
O 0.5227 -3.9995 -0.1539
O 0.2743 -3.0799 -2.2396
O -1.1185 -0.4006 -2.0008
As -2.5305 -0.4823 -0.8572
O -1.3443 0.0397 0.4885
O -2.1186 -2.0739 -0.4468
C -0.7424 1.2406 0.7054
C -1.4539 2.4306 0.7335
C -0.8001 3.6183 1.0273
C 0.5587 3.6306 1.3090
C 1.2728 2.4436 1.2866
C 0.6275 1.2566 0.9779
S 1.5728 -0.2295 0.8583
O 0.7725 -1.3149 1.4979
O 2.8696 0.0116 1.3834
O 1.5067 -0.6024 -0.5946
H -1.1500 0.0979 -2.8208
H -2.5204 2.4147 0.5450
H -1.3647 4.5411 1.0477
H 1.0610 4.5575 1.5469
H 2.3320 2.4176 1.5027
```

natural (NBO) population analysis, charges in e, atoms 1 to 2: atom 1 (Sc): 1.744, atom 2 (O): -0.743


# 2
The following is a quantum chemistry calculation of C6H5BrNO2 as an isolated structure at a distorted geometry, from the OMol25 dataset.

E_HOMO, eV: -4.4
Net charge: -1

XYZ file:
```
15
C6H5BrNO2, DFT ωB97M-V with the def2-TZVPD basis set
C -0.1774 -0.4795 -0.1265
C 1.4461 0.7713 -0.0109
C -1.3935 -1.0289 0.0990
C 2.5664 1.9196 0.1683
C 1.0877 -1.0546 -0.6052
C -2.4819 -0.1081 0.3509
N 0.1807 0.9194 -0.0854
O 3.0571 2.2091 -0.9290
O 2.6753 2.3595 1.3043
Br 1.6856 -2.7544 0.1162
H -1.5853 -2.0358 0.1687
H 1.2769 -1.0850 -1.7073
H -3.3512 -0.6285 0.6291
H -2.6947 0.4328 -0.5663
H -2.2917 0.5631 1.1941
```

natural (NBO) population analysis, charges in e, atoms 1 to 2: atom 1 (C): 0.101, atom 2 (C): 0.322


# 3
The following is a quantum chemistry calculation of one molecule with the formula C6H5Cl3N2O2 at a distorted geometry, from the OMol25 dataset.

E_HOMO (spin up / spin down), eV: -8.6 / -7.2
Net charge: 0

XYZ file:
```
18
C6H5Cl3N2O2, DFT ωB97M-V with the def2-TZVPD basis set
C -1.0876 1.7657 -0.0215
C 0.7910 0.2949 -0.3928
C -1.8725 1.1146 0.8488
C 0.3422 -0.7954 0.4532
C 2.1143 0.3755 -0.9910
C -0.8168 -1.5002 0.4831
N -1.1896 -2.3637 1.4151
N -0.0971 1.2408 -0.8038
O 2.3090 1.3848 -1.8826
O 3.0260 -0.3944 -0.8324
Cl -2.7667 1.7604 2.1294
Cl 1.5759 -1.3487 1.6222
Cl -1.8994 -1.3877 -0.9393
H -1.2467 2.7985 -0.0191
H -1.9665 -3.0176 1.1945
H -0.3915 -2.7832 1.8791
H 0.1099 1.5878 -1.7226
H 3.0659 1.2682 -2.4204
```

natural (NBO) population analysis, charges in e, atoms 1 to 2: atom 1 (C): -0.178, atom 2 (C): 0.038


# 4
The following is a quantum chemistry calculation of a 2-piece molecular cluster, C6H5ClN2 overall at a distorted geometry, from the OMol25 dataset.

<S²>: 2.025
Spin multiplicity: 3
E_HOMO (spin up / spin down), eV: -7.8 / -10.3
Net charge: 0

XYZ file:
```
14
C6H5ClN2, DFT ωB97M-V with the def2-TZVPD basis set
C 2.2238 1.1893 0.1120
C -1.2265 0.0645 1.1681
C 0.0473 -0.3935 1.1835
C -1.8697 0.2947 -0.1025
C 0.0307 -0.3077 -1.3421
C 0.7483 -0.5741 -0.0427
N 2.9833 2.0376 0.1807
N -1.3197 0.1418 -1.2351
Cl 1.9560 -1.8201 -0.0874
H -1.7835 0.2170 2.0781
H 0.5539 -0.6399 2.1054
H -2.9075 0.6056 -0.1120
H 0.5585 0.4182 -1.9700
H 0.0052 -1.2335 -1.9361
```

Löwdin population analysis, charges in e, atoms 1 to 2: atom 1 (C): -0.117, atom 2 (C): -0.031